1.
18
Properties=species:S:1:pos:R:3:lowdin_charge:R:1 method="wB97M-V/def2-TZVPD" fmax_ev_per_a=1.04 homo_energy_ev=-8.62 lumo_energy_ev=0.42 spin_multiplicity=1 relative_energy_kcal_mol=9.0 smiles=NCCSS.O.O
H -2.183 1.065 2.000 0.02
H 2.369 1.200 -0.346 0.10
N 0.757 1.348 0.912 0.00
H 1.935 -0.321 0.263 0.10
S 1.578 -0.512 -2.621 0.43
H -1.698 -1.098 0.834 0.01
H 0.360 0.804 1.652 0.05
H -0.143 -0.400 -1.039 0.03
H 0.201 1.239 -1.737 0.07
S 1.502 -2.416 -1.828 0.33
C 1.492 0.630 -0.100 -0.38
C 0.623 0.328 -1.310 -0.58
H -1.531 -2.478 1.481 0.04
O -1.497 -2.021 0.636 -0.06
H 1.260 2.130 1.307 0.07
H -2.851 2.199 1.238 0.04
H 0.790 -2.968 -2.816 -0.20
O -2.965 1.273 1.473 -0.06

=====

2.
17
Properties=species:S:1:pos:R:3:lowdin_charge:R:1 method="wB97M-V/def2-TZVPD" fmax_ev_per_a=2.28 homo_energy_ev=-9.07 lumo_energy_ev=0.62 spin_multiplicity=1 relative_energy_kcal_mol=25.1 smiles=NCCO.O.O
H 0.617 -0.967 2.988 0.12
O -0.624 -0.677 1.377 -0.11
C 1.037 0.870 1.878 -0.27
O -1.796 0.728 -1.503 -0.06
H -1.426 -0.146 -1.485 0.00
H 0.269 -1.877 -2.542 0.04
H -1.376 -0.462 1.945 0.09
H 0.180 1.368 2.358 0.12
H 1.009 0.741 -0.308 0.05
H 0.476 -0.789 -3.611 0.03
H 1.962 1.026 2.449 0.10
H 0.706 2.147 0.401 0.06
H 1.271 -1.251 1.300 0.11
O -0.110 -1.495 -3.341 -0.05
H -2.630 0.706 -1.977 0.03
C 0.689 -0.593 1.938 -0.26
N 1.261 1.306 0.489 0.00

=====

3.
17
Properties=species:S:1:pos:R:3:lowdin_charge:R:1 method="wB97M-V/def2-TZVPD" fmax_ev_per_a=1.87 homo_energy_ev=-9.89 lumo_energy_ev=0.40 spin_multiplicity=1 relative_energy_kcal_mol=33.8 smiles="C=NC.O.O.O"
N 0.849 -0.950 -0.023 -0.08
H 1.322 -0.951 -2.450 0.02
C 0.113 0.067 -0.114 -0.12
H 2.456 -1.180 1.280 0.07
O -1.481 2.808 1.339 -0.07
H -3.364 -0.912 1.479 0.03
H 0.487 1.076 0.110 0.08
O 1.707 -0.131 -2.802 -0.08
H 2.452 0.370 0.348 0.07
H 0.896 0.375 -2.569 0.04
H 2.875 -1.141 -0.455 0.07
H -3.060 -2.218 0.685 0.05
H -1.366 1.833 1.279 0.02
O -2.843 -1.274 0.760 -0.06
C 2.260 -0.705 0.326 -0.13
H -0.875 -0.034 -0.558 0.06
H -2.428 2.966 1.365 0.03

=====

4.
17
Properties=species:S:1:pos:R:3:lowdin_charge:R:1 method="wB97M-V/def2-TZVPD" fmax_ev_per_a=3.39 homo_energy_ev=-8.95 lumo_energy_ev=-4.90 spin_multiplicity=1 relative_energy_kcal_mol=196.9
H 0.214 1.281 -0.670 0.06
O -2.052 -1.339 -0.713 -0.20
H 3.721 -0.079 0.977 -0.02
C -0.864 1.350 -0.618 -0.06
H -1.164 2.370 -0.836 0.11
H -1.215 0.665 -1.449 0.13
H -2.102 0.034 0.214 0.08
H 2.294 -0.496 -0.255 -0.05
C -0.333 0.027 1.236 -0.07
H -0.673 -0.537 2.102 0.11
N -1.390 0.716 0.574 0.03
H 1.520 -1.217 -1.648 0.03
H 0.534 0.652 1.469 0.10
H -2.784 -1.969 -0.674 -0.01
O 1.485 -0.415 -1.108 -0.14
O 2.783 -0.224 0.827 -0.25
H 0.025 -0.818 0.572 0.14

=====

5.
18
Properties=species:S:1:pos:R:3:lowdin_charge:R:1 method="wB97M-V/def2-TZVPD" fmax_ev_per_a=1.41 homo_energy_ev=-10.19 lumo_energy_ev=0.43 spin_multiplicity=1 relative_energy_kcal_mol=17.8 smiles="CC(N)=O.O.O.O"
H -2.817 1.525 -2.005 0.10
H 1.929 -1.375 4.501 0.03
H 0.740 0.880 -1.548 0.07
H -3.944 -3.131 0.296 0.03
H 0.246 0.030 -0.084 0.10
H 0.449 -0.810 -1.590 0.09
O 3.684 1.714 -0.462 -0.06
O -2.200 -0.639 -1.198 0.04
O -3.026 -3.054 0.567 -0.07
H -1.296 2.182 -2.236 0.09
H 2.613 -0.079 3.992 0.02
C -1.387 0.238 -1.416 -0.58
C 0.071 0.118 -1.157 -0.01
N -1.839 1.489 -1.762 0.15
H -2.661 -2.317 0.051 -0.01
O 1.813 -0.603 3.945 -0.06
H 3.166 2.349 0.037 0.03
H 4.457 1.482 0.069 0.04

=====

6.
18
Properties=species:S:1:pos:R:3:lowdin_charge:R:1 method="wB97M-V/def2-TZVPD" fmax_ev_per_a=2.55 homo_energy_ev=-10.00 lumo_energy_ev=0.20 spin_multiplicity=1 relative_energy_kcal_mol=30.1 smiles="CC(N)=O.O.O.O"
O 0.857 -2.263 2.266 -0.07
H 0.846 -0.127 0.918 0.06
H 1.151 -2.735 3.069 0.05
H -0.721 0.482 1.370 0.11
H 1.802 -2.258 2.019 0.05
H -3.662 0.746 -0.161 0.03
N 0.026 0.398 0.700 0.15
H 0.292 -2.149 -2.004 0.04
H 1.488 2.174 -1.615 0.08
O -0.761 1.505 -1.138 0.04
O 1.045 -1.830 -1.496 -0.08
O -2.944 0.292 0.276 -0.08
H 1.850 2.436 0.164 0.09
H -2.201 0.363 -0.357 0.00
H 0.880 -1.846 -0.497 0.05
C 0.155 1.202 -0.391 -0.58
C 1.572 1.717 -0.621 -0.01
H 2.299 0.875 -0.738 0.09